{
  "formula": "C30H86N4O11",
  "method": "ωB97M-V/def2-TZVPD",
  "gap_ev": 10.0,
  "smiles": "COC[C@H](C)N.COC[C@H](C)N.COC[C@H](C)N.COC[C@H](C)N.CCO.CCO.CCO.CCO.CCO.CCO.CCO",
  "e_above_lowest_kcal_mol": 45.6,
  "e_lumo_ev": 0.42,
  "energy_ev": -60983.731,
  "symbols": ["C", "O", "C", "C", "C", "N", "H", "H", "H", "H", "H", "H", "H", "H", "H", "H", "H", "C", "O", "C", "C", "C", "N", "H", "H", "H", "H", "H", "H", "H", "H", "H", "H", "H", "C", "O", "C", "C", "C", "N", "H", "H", "H", "H", "H", "H", "H", "H", "H", "H", "H", "C", "O", "C", "C", "C", "N", "H", "H", "H", "H", "H", "H", "H", "H", "H", "H", "H", "C", "C", "O", "H", "H", "H", "H", "H", "H", "C", "C", "O", "H", "H", "H", "H", "H", "H", "C", "C", "O", "H", "H", "H", "H", "H", "H", "C", "C", "O", "H", "H", "H", "H", "H", "H", "C", "C", "O", "H", "H", "H", "H", "H", "H", "C", "C", "O", "H", "H", "H", "H", "H", "H", "C", "C", "O", "H", "H", "H", "H", "H", "H"],
  "coordinates": [[3.980183, 8.011783, 20.573694], [3.606329, 8.897172, 21.589310], [4.620374, 8.967827, 22.600060], [4.310407, 10.114249, 23.537756], [4.360500, 11.427658, 22.822603], [5.260146, 10.156397, 24.687563], [3.106097, 7.911318, 19.921532], [4.251919, 7.000246, 20.895393], [4.768794, 8.466457, 19.959515], [4.589721, 8.034207, 23.195502], [5.620653, 9.114575, 22.155152], [3.299033, 9.963898, 23.938121], [5.365264, 11.554473, 22.385142], [4.209221, 12.247812, 23.517371], [3.645910, 11.472725, 22.002906], [6.221649, 10.210955, 24.307502], [5.253526, 9.247543, 25.170915], [0.299979, 6.574987, 24.890093], [0.496246, 5.227199, 25.081202], [-0.708358, 4.590694, 25.315960], [-1.289054, 4.872771, 26.651748], [-0.334067, 4.473461, 27.708685], [-2.556624, 4.045027, 26.755676], [-0.321225, 6.774456, 23.999614], [1.268530, 7.019796, 24.679852], [-0.127638, 7.083104, 25.763654], [-1.386663, 4.824858, 24.479681], [-0.507083, 3.515275, 25.343207], [-1.506308, 5.953097, 26.746475], [-0.098810, 3.413695, 27.622883], [-0.780335, 4.666513, 28.683732], [0.589365, 5.043062, 27.600218], [-2.977903, 4.174801, 27.677889], [-3.258056, 4.374737, 26.088218], [-4.827803, 6.072084, 19.809823], [-5.364289, 4.799808, 19.758891], [-4.653554, 3.950032, 18.916143], [-5.127567, 2.528700, 19.146600], [-4.743732, 2.024902, 20.476072], [-4.488236, 1.600543, 18.079782], [-5.438794, 6.682210, 20.464758], [-4.839334, 6.546353, 18.808079], [-3.780755, 6.088187, 20.143282], [-4.860215, 4.255423, 17.869512], [-3.560149, 4.035538, 19.034006], [-6.218283, 2.473353, 19.045190], [-4.917656, 2.805715, 21.228229], [-3.700685, 1.718644, 20.513555], [-5.410147, 1.210219, 20.774132], [-4.593696, 0.624048, 18.367743], [-5.007687, 1.653391, 17.198499], [-1.132546, 2.185865, 22.086047], [-1.008354, 0.857050, 22.479821], [-1.990641, 0.513630, 23.405586], [-1.858086, -0.962681, 23.752850], [-2.053600, -1.862393, 22.544359], [-2.764579, -1.387187, 24.860567], [-0.218225, 2.478071, 21.559405], [-1.229507, 2.872003, 22.943905], [-1.958972, 2.380066, 21.379324], [-1.888172, 1.140017, 24.313618], [-3.000779, 0.713487, 22.978134], [-0.829753, -1.131225, 24.115621], [-1.459070, -1.555649, 21.690114], [-3.116900, -1.842098, 22.229598], [-1.851444, -2.903266, 22.798605], [-3.746477, -1.296945, 24.496515], [-2.793663, -0.604295, 25.556279], [0.564458, 1.506768, 18.409156], [-0.897434, 1.190129, 18.494144], [-1.670042, 2.319159, 17.979041], [0.850848, 2.249008, 19.164893], [0.832037, 1.879665, 17.423072], [1.157213, 0.611665, 18.609046], [-1.246682, 1.012589, 19.524833], [-1.165187, 0.305869, 17.890726], [-2.635700, 2.075727, 18.004491], [0.433512, 5.768638, 20.206479], [-0.882427, 5.569649, 19.463938], [-0.636168, 5.043148, 18.153536], [0.246456, 6.152298, 21.214733], [1.049821, 6.478406, 19.651212], [0.972096, 4.821323, 20.252575], [-1.366771, 6.551519, 19.354715], [-1.578688, 4.960717, 20.065807], [-0.767607, 4.069264, 18.167898], [-3.101138, 6.774618, 16.333467], [-3.255003, 8.256320, 16.503819], [-3.447828, 8.840625, 15.202383], [-2.204088, 6.568239, 15.743100], [-3.938710, 6.288700, 15.826821], [-2.952210, 6.266996, 17.288830], [-2.322365, 8.625956, 16.946575], [-4.120011, 8.478380, 17.137491], [-3.444513, 9.802558, 15.304343], [3.371880, 3.071180, 22.595336], [3.519556, 4.294139, 21.704806], [4.923826, 4.499815, 21.373122], [3.568298, 2.142028, 22.062166], [2.366154, 3.015462, 23.042678], [4.046194, 3.162366, 23.448752], [3.185380, 5.182850, 22.239397], [2.982460, 4.189547, 20.759223], [5.143013, 3.968082, 20.603031], [3.608003, 5.508618, 17.899719], [3.626054, 5.046527, 16.465286], [4.341832, 3.803648, 16.368002], [4.614417, 5.623088, 18.300562], [3.024864, 4.795471, 18.482096], [3.153116, 6.501607, 17.910745], [4.178506, 5.809220, 15.881573], [2.614643, 4.976326, 16.061646], [4.530418, 3.613093, 15.446466], [0.091147, 9.512604, 20.831379], [-0.867739, 9.509659, 19.618607], [-2.214166, 8.942423, 19.915535], [-0.093330, 8.590828, 21.382017], [-0.111841, 10.349891, 21.495952], [1.127070, 9.491619, 20.483932], [-0.484480, 8.899636, 18.795049], [-1.007086, 10.528829, 19.220026], [-2.774010, 9.615921, 20.311675], [0.462336, 3.332935, 15.269765], [0.664715, 4.281902, 14.072013], [1.233176, 3.531171, 12.974471], [1.219525, 2.550591, 15.374781], [-0.513149, 2.856476, 15.231109], [0.533397, 3.925115, 16.193071], [1.360615, 5.082654, 14.320320], [-0.355865, 4.627538, 13.863268], [1.555870, 4.138932, 12.301479]],
  "forces_ev_per_a": [[-0.545, 0.054, -1.093], [0.648, 0.029, 0.913], [-0.713, -0.325, 0.100], [0.197, -0.145, 0.732], [0.571, 0.464, -0.432], [0.338, -0.735, -0.548], [0.068, -0.042, 0.044], [0.189, 0.185, 0.255], [0.199, -0.290, 0.099], [0.305, 0.114, -0.362], [-0.203, -0.151, 0.014], [0.176, -0.037, 0.058], [-0.213, 0.044, 0.061], [-0.154, 0.113, 0.028], [-0.076, 0.011, 0.066], [-0.660, 0.167, 0.228], [-0.162, 0.492, -0.179], [0.371, 1.448, -0.588], [0.795, -0.422, 0.091], [-0.247, -1.287, -0.771], [-2.293, 0.318, 0.145], [0.374, -0.084, 0.730], [0.550, 0.743, 0.046], [-0.142, -0.050, 0.231], [0.150, 0.102, 0.071], [0.014, -0.023, -0.157], [-0.237, -0.139, 0.191], [-0.015, -0.026, -0.440], [-0.095, -0.334, 0.063], [0.011, -0.099, 0.068], [0.209, -0.045, 0.182], [-0.005, -0.032, 0.172], [0.244, -0.046, -0.273], [0.338, -0.045, 0.161], [0.445, 1.150, -0.693], [-0.363, -0.691, 0.740], [0.022, -0.054, -1.356], [0.257, -0.999, -2.112], [-0.375, -0.139, 1.539], [-0.751, 0.703, 0.636], [-0.049, 0.009, 0.202], [-0.011, -0.101, 0.248], [-0.125, -0.082, 0.114], [0.136, -0.208, 0.141], [-0.141, -0.087, 0.263], [0.114, 0.307, -0.028], [0.196, -0.084, -0.139], [0.026, -0.103, -0.007], [0.349, -0.238, -0.024], [0.026, 0.406, 0.156], [0.243, 0.243, 0.324], [0.485, 1.127, -0.501], [0.249, -0.045, -0.272], [-0.789, -0.219, 0.324], [0.332, -0.386, 0.553], [-1.019, -0.154, 0.020], [-1.246, 1.722, -0.323], [-0.016, -0.143, 0.058], [-0.099, -0.217, -0.088], [0.024, -0.238, 0.358], [-0.048, -0.184, -0.143], [0.257, -0.109, 0.192], [-0.251, 0.195, -0.039], [0.199, 0.046, 0.038], [0.354, 0.119, 0.077], [0.184, 0.067, 0.003], [1.048, -0.481, 0.186], [0.446, -0.950, -0.454], [0.334, -0.002, 0.407], [-1.574, 0.412, -0.369], [0.157, -0.564, 0.389], [-0.054, 0.015, -0.191], [-0.046, -0.006, 0.025], [-0.030, 0.005, -0.011], [0.403, -0.165, -0.169], [0.253, 0.161, 0.176], [0.649, 0.111, -0.093], [-0.344, -0.080, -0.144], [0.221, 0.321, -0.167], [-0.317, -0.418, 0.590], [0.163, -0.066, -0.040], [0.048, -0.002, 0.104], [0.003, 0.023, 0.158], [0.006, -0.234, -0.137], [0.212, -0.156, -0.332], [-0.209, 0.540, -0.060], [0.328, -0.698, -0.218], [-0.048, 0.012, -0.418], [0.067, 0.199, 0.323], [-0.068, -0.008, 0.008], [-0.110, 0.266, 0.022], [0.007, 0.149, 0.031], [-0.296, 0.218, 0.174], [0.184, 0.156, 0.135], [-0.022, -0.315, -0.054], [-0.527, 0.211, 0.400], [1.089, -0.511, -0.250], [-0.598, 0.258, 0.291], [0.078, 0.001, -0.002], [0.134, 0.007, -0.343], [0.161, -0.066, -0.160], [0.017, 0.090, -0.161], [-0.263, 0.085, 0.230], [-0.091, -0.058, 0.008], [-0.175, -0.050, -0.279], [1.154, 0.337, -0.541], [-0.379, 0.219, 0.347], [0.040, -0.221, 0.020], [0.014, 0.208, 0.278], [-0.229, -0.137, 0.229], [-0.310, -0.227, 0.019], [-0.006, -0.174, 0.072], [-0.112, 0.027, -0.086], [-0.857, -0.536, -0.765], [-1.059, 0.111, 0.351], [1.448, 0.311, -0.240], [0.128, -0.048, 0.092], [0.186, 0.085, -0.027], [-0.064, 0.264, 0.205], [-0.052, -0.064, 0.261], [0.087, -0.309, 0.120], [0.199, 0.130, 0.023], [0.493, 0.479, 0.185], [0.101, -1.381, 0.256], [-0.341, 0.168, 0.284], [0.107, 0.172, -0.426], [-0.051, -0.038, 0.052], [-0.323, -0.102, -0.180], [-0.290, 0.247, 0.065], [0.434, 0.493, -0.448], [-0.158, 0.036, 0.087]]
}